{
  "formula": "C39H54B2BrCrIN12",
  "method": "ωB97M-V/def2-TZVPD",
  "species": ["Cr", "C", "C", "C", "C", "N", "N", "B", "N", "N", "C", "C", "C", "C", "C", "C", "C", "C", "N", "N", "C", "C", "C", "C", "C", "C", "C", "C", "C", "C", "C", "C", "H", "H", "H", "H", "H", "H", "H", "H", "H", "H", "H", "H", "H", "H", "H", "H", "H", "H", "H", "H", "H", "H", "H", "H", "H", "H", "H", "H", "H", "H", "H", "H", "H", "H", "H", "H", "H", "H", "H", "H", "C", "C", "N", "N", "C", "B", "N", "C", "C", "C", "N", "N", "C", "C", "C", "N", "H", "H", "H", "H", "H", "H", "H", "H", "H", "H", "Br", "C", "C", "C", "C", "C", "C", "I", "H", "H", "H", "H"],
  "coordinates": [[0.02, -0.71, -0.11], [-1.39, -5.39, 1.76], [-0.82, -4.56, 0.67], [-0.18, -4.99, -0.48], [0.15, -3.83, -1.19], [-0.27, -2.76, -0.50], [-0.86, -3.22, 0.63], [-1.74, -2.31, 1.48], [-0.93, -1.24, 2.22], [0.42, -1.15, 2.13], [0.84, -0.43, 3.18], [-0.27, -0.01, 3.93], [-1.38, -0.55, 3.29], [-2.81, -0.43, 3.66], [2.26, -0.31, 3.67], [2.44, 0.95, 4.52], [3.30, -0.29, 2.55], [2.49, -1.57, 4.53], [-2.65, -1.56, 0.52], [-2.21, -0.44, -0.12], [-3.29, 0.12, -0.69], [-4.41, -0.69, -0.44], [-3.97, -1.73, 0.34], [-4.72, -2.86, 0.94], [-3.46, 1.50, -1.29], [-2.34, 1.96, -2.21], [-3.55, 2.46, -0.09], [-4.76, 1.55, -2.10], [0.84, -3.94, -2.54], [-0.17, -4.59, -3.49], [1.32, -2.65, -3.19], [2.05, -4.87, -2.38], [-1.05, -6.41, 1.67], [-2.48, -5.38, 1.72], [-1.10, -5.00, 2.73], [0.01, -6.00, -0.75], [-2.37, -2.94, 2.27], [-0.29, 0.59, 4.81], [-2.93, 0.40, 4.35], [-3.15, -1.34, 4.15], [-3.43, -0.26, 2.78], [2.18, 1.83, 3.93], [3.47, 1.04, 4.84], [1.81, 0.93, 5.41], [3.15, 0.56, 1.89], [3.25, -1.21, 1.97], [4.30, -0.22, 2.98], [1.79, -1.61, 5.37], [3.50, -1.57, 4.93], [2.35, -2.46, 3.93], [-5.42, -0.54, -0.77], [-5.75, -2.84, 0.60], [-4.70, -2.79, 2.02], [-4.27, -3.81, 0.66], [-1.37, 1.85, -1.74], [-2.49, 3.02, -2.44], [-2.36, 1.42, -3.15], [-2.58, 2.53, 0.40], [-4.28, 2.10, 0.64], [-3.84, 3.45, -0.42], [-4.84, 0.70, -2.77], [-4.79, 2.46, -2.70], [-5.64, 1.56, -1.45], [-1.08, -4.00, -3.56], [-0.44, -5.59, -3.17], [0.26, -4.66, -4.49], [0.49, -2.10, -3.62], [2.01, -2.89, -3.99], [1.84, -2.01, -2.48], [1.77, -5.82, -1.93], [2.82, -4.40, -1.77], [2.47, -5.08, -3.36], [0.09, 0.55, -4.11], [-0.49, -0.19, -3.08], [0.21, -0.02, -1.96], [1.21, 0.82, -2.23], [1.17, 1.18, -3.52], [2.27, 1.17, -1.17], [1.52, 1.76, 0.04], [1.76, 2.85, 0.78], [0.74, 2.99, 1.70], [-0.11, 1.92, 1.44], [0.38, 1.19, 0.45], [2.84, -0.19, -0.75], [4.05, -0.74, -0.90], [4.00, -2.04, -0.45], [2.69, -2.21, -0.03], [2.00, -1.09, -0.23], [-0.23, 0.61, -5.12], [-1.36, -0.82, -3.09], [1.88, 1.85, -3.95], [3.10, 1.89, -1.58], [2.63, 3.45, 0.62], [0.61, 3.76, 2.44], [-1.04, 1.68, 1.90], [4.88, -0.19, -1.30], [4.80, -2.76, -0.43], [2.23, -3.08, 0.41], [-0.33, 7.03, 1.10], [0.94, 7.38, -0.27], [1.73, 8.51, -0.19], [2.67, 8.78, -1.18], [2.82, 7.90, -2.24], [2.03, 6.76, -2.31], [1.08, 6.51, -1.34], [-0.14, 4.81, -1.52], [1.61, 9.18, 0.65], [3.27, 9.67, -1.11], [3.55, 8.09, -3.01], [2.16, 6.07, -3.13]],
  "lowdin_spin": [0.97, 0.00, 0.01, 0.00, 0.00, 0.00, 0.00, 0.00, 0.00, 0.00, 0.00, 0.00, 0.01, 0.00, 0.00, 0.00, 0.00, 0.00, 0.00, 0.00, 0.00, 0.00, 0.00, 0.00, 0.00, 0.00, 0.00, 0.00, 0.00, 0.00, 0.00, 0.00, 0.00, 0.00, 0.00, 0.00, 0.00, 0.00, 0.00, 0.00, 0.00, 0.00, 0.00, 0.00, 0.00, 0.00, 0.00, 0.00, 0.00, 0.00, 0.00, 0.00, 0.00, 0.00, 0.00, 0.00, 0.00, 0.00, 0.00, 0.00, 0.00, 0.00, 0.00, 0.00, 0.00, 0.00, 0.00, 0.00, 0.00, 0.00, 0.00, 0.00, 0.00, 0.00, -0.01, 0.00, 0.00, 0.00, 0.00, 0.01, 0.00, 0.00, 0.00, 0.00, 0.01, 0.00, 0.00, -0.01, 0.00, 0.00, 0.00, 0.00, 0.00, 0.00, 0.00, 0.00, 0.00, 0.00, 0.00, 0.00, 0.00, 0.00, 0.00, 0.00, 0.00, 0.00, 0.00, 0.00, 0.00, 0.00],
  "max_force_ev_per_a": 0.97,
  "multiplicity": 2,
  "e_above_lowest_kcal_mol": 1.98,
  "lumo_energy_ev": [-4.203, -3.680],
  "total_charge": 1
}



{
  "formula": "C39H54BeN5O5",
  "method": "ωB97M-V/def2-TZVPD",
  "species": ["Be", "C", "C", "O", "H", "H", "H", "H", "H", "N", "C", "C", "C", "C", "C", "H", "H", "H", "H", "H", "N", "C", "C", "C", "C", "C", "H", "H", "H", "H", "H", "N", "C", "C", "C", "C", "C", "H", "H", "H", "H", "H", "N", "C", "C", "C", "C", "C", "H", "H", "H", "H", "H", "N", "C", "C", "C", "C", "C", "H", "H", "H", "H", "H", "C", "C", "O", "C", "H", "H", "H", "H", "H", "H", "C", "C", "O", "C", "H", "H", "H", "H", "H", "H", "C", "C", "O", "C", "H", "H", "H", "H", "H", "H", "C", "C", "O", "C", "H", "H", "H", "H", "H", "H"],
  "coordinates": [[1.04, 2.19, 2.08], [-1.49, -1.43, -0.03], [-0.67, -0.14, -0.12], [-0.21, 0.57, 1.00], [-2.50, -1.29, 0.36], [-0.91, -2.13, 0.57], [-1.61, -1.84, -1.03], [-1.27, 0.58, -0.71], [0.24, -0.45, -0.67], [3.01, 1.31, 0.84], [4.01, 2.19, 0.78], [5.09, 2.12, -0.08], [5.13, 1.05, -0.96], [4.13, 0.08, -0.88], [3.12, 0.23, 0.05], [3.97, 3.01, 1.50], [5.95, 2.78, -0.13], [5.91, 0.81, -1.68], [4.18, -0.81, -1.48], [2.45, -0.62, 0.15], [1.62, 0.37, 3.62], [2.13, 0.49, 4.86], [2.82, -0.52, 5.51], [2.76, -1.81, 4.98], [2.18, -1.96, 3.72], [1.55, -0.87, 3.15], [2.15, 1.49, 5.27], [3.19, -0.38, 6.51], [3.31, -2.64, 5.39], [2.21, -2.93, 3.27], [1.17, -1.11, 2.17], [-5.39, 1.85, -1.46], [-4.07, 1.77, -1.35], [-3.22, 2.16, -2.38], [-3.77, 2.60, -3.59], [-5.15, 2.71, -3.66], [-5.93, 2.31, -2.58], [-3.62, 1.45, -0.42], [-2.15, 2.13, -2.24], [-3.16, 2.85, -4.45], [-5.61, 3.00, -4.60], [-7.01, 2.37, -2.63], [-0.74, 3.94, 1.84], [-1.59, 3.97, 0.82], [-2.48, 4.99, 0.60], [-2.52, 6.09, 1.45], [-1.56, 6.11, 2.46], [-0.75, 5.00, 2.67], [-1.52, 3.21, 0.05], [-3.07, 4.98, -0.31], [-3.13, 6.96, 1.26], [-1.57, 6.93, 3.17], [-0.01, 4.97, 3.46], [1.24, 3.43, -0.32], [1.95, 4.55, -0.22], [2.36, 5.29, -1.31], [2.14, 4.82, -2.59], [1.44, 3.62, -2.69], [0.99, 2.97, -1.55], [2.12, 4.93, 0.78], [2.82, 6.26, -1.18], [2.39, 5.35, -3.50], [1.33, 3.21, -3.69], [0.52, 2.00, -1.57], [0.56, -2.28, -3.48], [1.49, -3.46, -3.60], [2.66, -3.26, -3.86], [0.82, -4.80, -3.70], [-0.43, -2.49, -3.88], [0.97, -1.46, -4.08], [0.45, -1.89, -2.47], [0.16, -4.94, -2.84], [1.51, -5.64, -3.74], [0.16, -4.84, -4.57], [3.33, -5.05, 1.47], [2.93, -3.75, 0.80], [3.61, -2.75, 0.89], [1.72, -3.69, -0.11], [2.48, -5.71, 1.61], [3.75, -4.74, 2.42], [4.06, -5.59, 0.87], [1.10, -2.81, 0.10], [1.17, -4.63, -0.05], [2.09, -3.53, -1.12], [-1.79, -1.78, 3.23], [-1.48, -2.21, 4.65], [-1.87, -3.27, 5.10], [-1.13, -1.14, 5.65], [-2.87, -1.74, 3.12], [-1.45, -2.55, 2.54], [-1.26, -0.87, 2.96], [-1.05, -1.55, 6.66], [-1.85, -0.33, 5.68], [-0.15, -0.70, 5.44], [-2.70, -4.15, -4.02], [-3.48, -2.88, -3.74], [-3.29, -1.88, -4.39], [-4.45, -2.86, -2.59], [-2.15, -4.02, -4.95], [-3.38, -4.97, -4.26], [-1.99, -4.44, -3.24], [-5.04, -3.77, -2.46], [-5.12, -2.01, -2.74], [-3.99, -2.70, -1.61]],
  "lowdin_charge": [0.90, -0.09, -0.45, -0.37, 0.07, 0.04, 0.06, 0.07, 0.07, 0.05, -0.17, -0.04, -0.04, -0.03, -0.12, 0.10, 0.11, 0.12, 0.12, 0.09, 0.05, -0.15, -0.04, -0.02, -0.03, -0.16, 0.11, 0.11, 0.12, 0.10, 0.10, 0.05, -0.16, -0.08, -0.07, -0.07, -0.15, 0.10, 0.07, 0.11, 0.10, 0.11, 0.04, -0.14, -0.03, -0.03, -0.05, -0.13, 0.10, 0.12, 0.12, 0.11, 0.10, 0.03, -0.17, -0.06, -0.04, -0.04, -0.12, 0.10, 0.11, 0.11, 0.11, 0.10, 0.00, -0.51, 0.07, -0.02, 0.06, 0.09, 0.06, 0.07, 0.09, 0.08, -0.01, -0.49, 0.05, 0.01, 0.08, 0.08, 0.10, 0.06, 0.09, 0.08, -0.03, -0.48, 0.07, -0.02, 0.10, 0.07, 0.05, 0.09, 0.09, 0.04, -0.03, -0.50, 0.07, -0.02, 0.08, 0.09, 0.06, 0.08, 0.08, 0.07],
  "max_force_ev_per_a": 5.19,
  "e_above_lowest_kcal_mol": 5.99,
  "lumo_energy_ev": -4.557,
  "total_charge": 1
}



{
  "formula": "C39H54Br3FO24",
  "method": "ωB97M-V/def2-TZVPD",
  "species": ["C", "C", "C", "O", "C", "O", "O", "H", "H", "H", "H", "H", "H", "C", "C", "C", "O", "C", "O", "O", "H", "H", "H", "H", "H", "H", "C", "C", "C", "O", "C", "O", "O", "H", "H", "H", "H", "H", "H", "C", "C", "C", "O", "C", "O", "O", "H", "H", "H", "H", "H", "H", "C", "C", "C", "O", "C", "O", "O", "H", "H", "H", "H", "H", "H", "C", "C", "C", "O", "C", "O", "O", "H", "H", "H", "H", "H", "H", "C", "C", "C", "O", "C", "O", "O", "H", "H", "H", "H", "H", "H", "C", "C", "C", "O", "C", "O", "O", "H", "H", "H", "H", "H", "H", "F", "C", "C", "C", "C", "C", "C", "H", "H", "H", "H", "H", "C", "Br", "Br", "Br", "H"],
  "coordinates": [[33.75, 3.54, -18.12], [32.30, 3.12, -17.79], [32.17, 2.35, -16.47], [31.09, 2.87, -15.78], [30.72, 4.00, -16.45], [29.83, 4.75, -16.17], [31.55, 4.25, -17.50], [34.34, 3.94, -17.29], [33.73, 4.23, -18.97], [34.32, 2.68, -18.46], [31.74, 2.53, -18.51], [33.08, 2.43, -15.87], [31.94, 1.30, -16.68], [25.28, 14.41, -15.34], [26.83, 14.48, -15.41], [27.45, 14.87, -14.03], [28.53, 13.91, -13.87], [28.44, 12.96, -14.78], [29.12, 11.91, -14.69], [27.41, 13.19, -15.61], [24.89, 13.54, -14.80], [24.93, 14.25, -16.35], [24.90, 15.40, -15.07], [27.15, 15.19, -16.17], [26.62, 14.74, -13.33], [27.70, 15.92, -14.15], [26.21, 5.70, -17.44], [26.20, 6.27, -18.77], [27.28, 7.32, -18.85], [27.71, 7.20, -20.23], [27.41, 5.90, -20.60], [27.78, 5.45, -21.64], [26.64, 5.30, -19.70], [25.97, 6.42, -16.65], [27.19, 5.32, -17.15], [25.51, 4.87, -17.47], [25.26, 6.75, -19.04], [28.04, 7.17, -18.09], [26.81, 8.29, -18.71], [38.77, 11.76, -14.59], [37.30, 12.20, -14.48], [36.63, 12.24, -15.85], [35.54, 11.42, -15.73], [35.39, 10.94, -14.46], [34.33, 10.35, -14.00], [36.52, 11.27, -13.76], [38.92, 10.86, -15.18], [39.16, 11.55, -13.59], [39.38, 12.50, -15.11], [37.24, 13.21, -14.07], [37.21, 11.91, -16.71], [36.30, 13.24, -16.12], [32.30, 13.82, -15.72], [31.72, 15.20, -16.11], [31.74, 15.55, -17.57], [30.60, 16.33, -17.66], [29.78, 16.21, -16.59], [28.77, 16.85, -16.33], [30.36, 15.23, -15.80], [32.33, 13.66, -14.64], [33.33, 13.67, -16.03], [31.73, 12.97, -16.11], [32.16, 15.99, -15.50], [31.71, 14.75, -18.30], [32.71, 15.97, -17.85], [32.04, 11.36, -20.15], [32.32, 10.50, -21.36], [31.43, 9.29, -21.44], [31.23, 9.18, -22.79], [31.63, 10.36, -23.47], [31.45, 10.61, -24.66], [32.12, 11.18, -22.61], [32.76, 12.16, -20.09], [32.06, 10.74, -19.25], [31.03, 11.76, -20.25], [33.37, 10.21, -21.28], [30.45, 9.54, -21.05], [31.79, 8.36, -20.98], [26.40, 10.92, -19.72], [27.05, 11.88, -18.67], [28.30, 11.42, -17.94], [29.33, 12.44, -18.20], [28.89, 13.33, -19.04], [29.52, 14.21, -19.56], [27.62, 13.04, -19.29], [25.65, 10.29, -19.23], [27.20, 10.39, -20.24], [25.99, 11.39, -20.61], [26.32, 12.26, -17.96], [28.68, 10.54, -18.45], [28.29, 11.22, -16.87], [29.58, 8.81, -12.77], [30.28, 7.38, -12.95], [31.58, 7.35, -13.79], [32.52, 6.84, -12.88], [31.87, 6.50, -11.68], [32.38, 5.98, -10.74], [30.62, 6.89, -11.70], [30.02, 9.50, -12.06], [28.56, 8.54, -12.47], [29.57, 9.26, -13.76], [29.56, 6.75, -13.47], [32.02, 8.32, -14.06], [31.51, 6.68, -14.65], [29.16, 8.29, -16.45], [30.43, 8.49, -16.86], [31.14, 9.57, -16.40], [32.45, 9.80, -16.79], [33.07, 8.88, -17.61], [32.37, 7.77, -18.11], [31.03, 7.62, -17.75], [30.71, 10.30, -15.74], [32.89, 10.74, -16.49], [34.14, 8.98, -17.76], [32.86, 7.03, -18.73], [30.40, 6.87, -18.20], [26.37, 9.44, -14.77], [26.18, 10.75, -13.33], [25.05, 9.72, -16.22], [26.23, 7.55, -14.07], [27.33, 9.71, -15.21]],
  "lowdin_spin": [0.00, 0.00, 0.00, 0.00, 0.00, 0.00, 0.00, 0.00, 0.00, 0.00, 0.00, 0.00, 0.00, 0.00, 0.00, 0.00, 0.00, 0.00, 0.00, 0.00, 0.00, 0.00, 0.00, 0.00, 0.00, 0.00, 0.00, 0.00, 0.00, 0.00, 0.00, 0.00, 0.00, 0.00, 0.00, 0.00, 0.00, 0.00, 0.00, 0.00, 0.00, 0.00, 0.00, 0.00, 0.00, 0.00, 0.00, 0.00, 0.00, 0.00, 0.00, 0.00, 0.00, 0.00, 0.00, 0.00, 0.00, 0.00, 0.00, 0.00, 0.00, 0.00, 0.00, 0.00, 0.00, 0.00, 0.00, 0.00, 0.00, 0.00, 0.00, 0.00, 0.00, 0.00, 0.00, 0.00, 0.00, 0.00, 0.00, 0.00, 0.00, 0.00, 0.00, 0.00, 0.00, 0.01, 0.00, 0.00, 0.00, 0.00, 0.00, 0.00, 0.00, 0.00, 0.00, 0.00, 0.00, 0.00, 0.00, 0.00, 0.00, 0.00, 0.00, 0.00, 0.00, 0.00, 0.00, 0.00, 0.00, 0.00, 0.00, 0.00, 0.00, 0.00, 0.00, 0.00, 0.26, 0.17, 0.22, 0.29, 0.01],
  "max_force_ev_per_a": 7.24,
  "multiplicity": 2,
  "lumo_energy_ev": [1.373, 1.373],
  "total_charge": -1
}